No. 1
C3H10O2S2 | the ωB97M-V functional and the def2-TZVPD basis

Last column: Mulliken charge in e.
Geometry (Å):
O  -1.3007  0.5989  -1.2816  -0.49
C  -2.1119  0.0157  -0.2856  -0.62
C  -1.3837  -0.1563  1.0332  -0.43
C  -0.0357  -0.8932  0.8896  -0.50
S  1.2821  -0.2721  1.9516  -0.07
S  1.6186  1.5837  1.1570  -0.20
H  -1.1665  1.5285  -1.0646  0.31
H  -3.0361  0.5827  -0.1478  0.35
H  -2.4152  -0.9533  -0.6847  0.30
H  -1.1812  0.8119  1.5066  0.32
H  -1.9918  -0.6891  1.7637  0.30
H  -0.1353  -1.9510  1.1370  0.37
H  0.2938  -0.8759  -0.1496  0.25
H  2.5363  1.2952  0.2187  0.11
O  2.9150  -0.5885  -2.0875  -0.62
H  2.3214  0.1481  -1.8927  0.30
H  3.7911  -0.1850  -2.0632  0.32

Its structure (SMILES) is OCCCSS.O. The calculation puts the energy relative to the best compared isomer or geometry (same formula, charge and spin) at 6.9 kJ/mol. The electronic energy is -1067.1437 hartree. The value obtained for the HOMO-LUMO gap is 9.50 eV. As for the LUMO energy: 0.0118 hartree. As for the net charge: 0.

***

No. 2
C3H10O3 | the ωB97M-V functional and the def2-TZVPD basis

Last column: Mulliken charge in e.
Geometry (Å):
O  -0.3292  0.3236  1.0067  -0.77
C  0.5487  0.1311  0.0374  -0.51
C  1.1269  -1.2599  -0.0674  -0.22
C  1.3155  -1.9847  -1.4234  -1.46
H  0.7840  0.9261  -0.6953  0.41
H  0.6143  -1.7231  0.7857  0.10
H  2.2099  -1.1666  0.3068  0.23
H  1.9873  -1.4158  -2.0365  0.42
H  0.3023  -2.0285  -1.8342  0.34
H  1.4526  -3.0505  -1.3523  0.45
H  -1.1136  -3.1765  1.0484  0.31
H  -2.6025  -3.2957  1.2672  0.27
O  -1.9212  -2.6894  1.0192  -0.58
H  -1.4102  7.1224  -0.0827  0.31
H  -1.8062  6.3523  1.2037  0.33
O  -1.1585  6.9352  0.8167  -0.64

The calculation puts the energy relative to the best compared isomer or geometry (same formula, charge and spin) at 145.3 kJ/mol. The electronic energy is -345.9299 hartree. Its multiplicity is 2. The value obtained for the HOMO-LUMO gap (spin up / spin down) is 2.38 / 5.99 eV. As for the LUMO energy (spin up / spin down): 0.1142 / 0.1142 hartree. As for the net charge: -1.